1.
The following is a quantum chemistry calculation of a cluster of 2 separate species, CH4NO2 in total at a distorted geometry, from the OMol25 dataset.

Last column: Löwdin charge in e.
Element x y z (Å)
O1 1.8932 0.2883 -0.8662  -0.17
H1 2.3535 -0.5348 -0.6739  0.00
C1 -0.4030 -0.4929 0.7438  -0.57
N1 -1.5376 0.0074 -0.0784  -0.06
O2 -0.3767 -0.1809 1.9242  -0.19
H2 1.2040 0.2336 -0.1513  -0.04
H3 -1.7669 0.9778 0.1193  0.02
H4 -1.3664 -0.2986 -1.0173  0.00

## Properties
Gap between HOMO and LUMO (eV): 6.5
LUMO (eV): 4.863
Relative energy (zero: lowest compared OMol25 entry of this formula, charge and spin) (kcal per mole): 46.3
Net charge: -1

***

2.
The following is a quantum chemistry calculation of a structure of composition C13H33Be3N3O6 at a distorted geometry, from the OMol25 dataset.

Last column: Löwdin charge in e.
Element x y z (Å)
Be1 -2.4705 -3.5313 2.7948  1.46
Be2 -0.7487 0.7703 3.6897  1.10
Be3 -1.5694 -0.1831 -0.6357  0.95
C1 -0.7311 -1.3992 1.8844  -0.83
O1 -0.4066 -0.2179 1.5233  -0.05
O2 -0.9198 -1.6034 3.1596  -0.11
O3 -1.2417 -2.2510 1.0676  -0.04
C2 1.3986 -3.1339 -2.7398  -0.01
C3 0.1457 -2.2881 -2.5081  -0.37
C4 -1.0930 -3.0502 -2.0942  -0.20
O4 -2.1540 -2.1310 -1.9487  -0.25
C5 -3.4393 -2.7769 -1.8755  -0.04
N1 0.4809 -1.3476 -1.3948  0.09
H1 2.1805 -2.5365 -3.2059  0.10
H2 1.0948 -3.8881 -3.4698  0.11
H3 1.7582 -3.5382 -1.7954  0.09
H4 -0.1170 -1.7388 -3.4139  0.15
H5 -0.8737 -3.5736 -1.1508  0.13
H6 -1.2870 -3.8908 -2.7653  0.15
H7 -3.4126 -3.6237 -2.5650  0.11
H8 -4.3170 -2.1707 -2.0705  0.11
H9 -3.5235 -3.3196 -0.9239  0.08
H10 1.2303 -0.7519 -1.7314  0.11
H11 0.8168 -1.8726 -0.5949  0.09
C6 2.7209 3.3675 3.3356  0.02
C7 1.6539 2.2679 3.3464  -0.44
C8 2.2593 0.9396 3.6667  -0.14
O5 1.1925 -0.0309 3.7290  -0.26
C9 1.6213 -1.3313 4.1260  -0.04
N2 0.6051 2.4983 4.3528  0.11
H12 3.4409 3.1960 2.5339  0.11
H13 3.2934 3.1968 4.2493  0.11
H14 2.2558 4.3368 3.1751  0.11
H15 1.1028 2.1487 2.4062  0.10
H16 2.6934 0.9151 4.6733  0.16
H17 3.0103 0.6778 2.9196  0.16
H18 2.4408 -1.6674 3.4856  0.12
H19 0.8326 -2.0737 4.1325  0.08
H20 2.0433 -1.2936 5.1351  0.12
H21 0.2960 3.4655 4.2355  0.13
H22 1.1359 2.5131 5.2307  0.14
C10 -1.5505 2.2845 -4.4641  0.00
C11 -1.1169 1.3902 -3.2891  -0.40
C12 -0.4204 2.1986 -2.1985  -0.15
O6 -0.0023 1.2725 -1.1992  -0.25
C13 0.8014 1.8471 -0.1896  -0.09
N3 -2.2924 0.7280 -2.6918  0.09
H23 -1.8173 1.6914 -5.3374  0.10
H24 -0.7005 2.9028 -4.7494  0.11
H25 -2.4064 2.8764 -4.1399  0.10
H26 -0.4381 0.5693 -3.5305  0.14
H27 -1.2254 2.8802 -1.8788  0.15
H28 0.3639 2.8771 -2.5341  0.16
H29 0.3051 2.6702 0.3383  0.11
H30 1.7711 2.1912 -0.5533  0.13
H31 0.9807 1.0967 0.5823  0.05
H32 -3.0753 1.3842 -2.7227  0.11
H33 -2.5760 0.0613 -3.4115  0.12

## Properties
Gap between HOMO and LUMO (eV): 3.3
LUMO (eV): -17.401
Relative energy (zero: lowest compared OMol25 entry of this formula, charge and spin) (kcal per mole): 0.0
Net charge: +4

***

3.
The following is a quantum chemistry calculation of a cluster of 12 separate species, C46H92O37S in total at a distorted geometry, from the OMol25 dataset.

Last column: Löwdin charge in e.
Element x y z (Å)
O1 13.1760 -16.7607 -18.6648  -0.25
S1 12.4552 -15.6624 -18.0068  0.78
O2 11.1063 -15.2401 -18.3036  -0.23
O3 12.7195 -15.8159 -16.2780  -0.19
C1 14.0692 -15.4980 -16.1386  -0.22
C2 14.3844 -14.2769 -17.0360  -0.18
O4 13.3942 -14.3018 -17.9837  -0.21
H1 14.1642 -15.2479 -15.0819  0.12
H2 14.5863 -16.4535 -16.2262  0.10
H3 15.4144 -14.4553 -17.3448  0.12
H4 14.3081 -13.2977 -16.5633  0.13
C3 10.9111 -14.7895 -21.5209  -0.05
C4 11.3009 -14.3998 -22.9984  -0.15
O5 12.4655 -15.1303 -23.4551  0.02
C5 13.7568 -14.7656 -23.2556  -0.66
O6 14.1908 -13.8849 -22.4984  0.07
O7 14.4760 -15.5955 -23.7848  0.08
C6 15.9237 -15.5672 -23.5064  0.03
H5 11.7176 -14.5892 -20.8155  0.05
H6 10.6135 -15.8297 -21.3890  0.06
H7 10.0356 -14.2028 -21.2427  0.08
H8 11.6892 -13.3838 -22.9263  0.11
H9 10.4285 -14.4146 -23.6518  0.12
H10 16.3539 -16.3012 -22.8251  0.08
H11 16.2218 -14.5586 -23.2201  0.09
H12 16.5471 -15.4568 -24.3937  0.09
C7 16.1677 -17.4927 -20.1499  -0.04
C8 15.9951 -17.5661 -18.6248  -0.24
O8 17.0827 -18.1996 -18.0709  0.02
C9 17.3815 -17.9710 -16.7522  -0.53
O9 16.7391 -17.3174 -15.9498  0.12
O10 18.4755 -18.6338 -16.3760  -0.02
C10 19.2393 -19.5982 -17.1499  0.00
H13 16.3048 -18.4513 -20.6503  0.09
H14 16.8603 -16.7939 -20.6190  0.05
H15 15.2126 -17.1138 -20.5138  0.06
H16 15.1055 -18.1562 -18.4047  0.11
H17 15.7085 -16.5958 -18.2193  0.10
H18 18.6246 -20.4264 -17.5024  0.10
H19 20.1722 -19.7363 -16.6032  0.10
H20 19.5927 -19.0214 -18.0046  0.08
C11 15.2356 -22.0021 -16.5147  -0.05
C12 14.5579 -20.7806 -15.9399  -0.19
O11 15.1696 -20.5270 -14.6549  -0.02
C13 14.9833 -19.4000 -13.8888  -0.47
O12 14.1742 -18.4576 -14.1168  0.07
O13 15.9183 -19.4539 -12.8915  -0.03
C14 16.1928 -18.3301 -12.0598  -0.03
H21 16.3110 -21.9040 -16.3662  0.07
H22 15.0631 -21.9408 -17.5892  0.08
H23 14.8217 -22.8831 -16.0243  0.08
H24 13.4994 -21.0207 -15.8404  0.13
H25 14.8430 -19.8369 -16.4048  0.12
H26 15.6504 -17.4584 -12.4259  0.09
H27 17.2611 -18.1751 -12.2109  0.08
H28 16.0374 -18.5723 -11.0085  0.09
C15 9.9586 -23.3823 -14.7122  -0.04
C16 9.0730 -22.1881 -15.2823  -0.19
O14 9.9064 -21.2920 -16.0378  0.01
C17 9.2497 -20.3238 -16.7152  -0.50
O15 8.0578 -19.9793 -16.5283  0.09
O16 10.1666 -19.6858 -17.5022  -0.01
C18 9.7885 -18.7475 -18.5294  -0.04
H29 10.3524 -24.0094 -15.5121  0.07
H30 9.3115 -23.9278 -14.0253  0.07
H31 10.7650 -22.9538 -14.1172  0.07
H32 8.5074 -21.6734 -14.5056  0.12
H33 8.3088 -22.5685 -15.9600  0.12
H34 9.1915 -17.9615 -18.0668  0.10
H35 9.4410 -19.0377 -19.5209  0.11
H36 10.6511 -18.1556 -18.8352  0.04
C19 21.0542 -15.2574 -19.4029  -0.04
C20 19.5987 -15.7904 -19.3440  -0.16
O17 18.6005 -14.8132 -18.8770  -0.01
C21 18.1983 -13.8181 -19.6902  -0.58
O18 18.8060 -13.2487 -20.5391  0.16
O19 17.0243 -13.3882 -19.1387  -0.03
C22 16.2844 -12.3788 -19.6716  -0.07
H37 21.7320 -15.6408 -18.6402  0.07
H38 21.0327 -14.2090 -19.1054  0.07
H39 21.3219 -15.4662 -20.4387  0.08
H40 19.4804 -16.6262 -18.6543  0.10
H41 19.2240 -16.2198 -20.2732  0.11
H42 16.5560 -12.0408 -20.6717  0.11
H43 16.4759 -11.4970 -19.0602  0.07
H44 15.2600 -12.7501 -19.6995  0.10
C23 5.0763 -12.5616 -15.0418  -0.07
C24 5.9795 -12.6518 -16.2206  -0.23
O20 7.3458 -12.4399 -15.8135  -0.01
C25 8.1015 -13.5619 -15.4097  -0.52
O21 7.6583 -14.6743 -15.3852  0.14
O22 9.2634 -13.1333 -14.8715  0.00
C26 10.3669 -14.0715 -14.7518  -0.03
H45 5.4282 -13.0439 -14.1298  0.08
H46 4.2024 -13.1157 -15.3843  0.08
H47 4.8313 -11.5535 -14.7073  0.08
H48 5.7170 -11.9688 -17.0285  0.11
H49 5.9010 -13.6556 -16.6380  0.12
H50 10.2687 -14.7034 -13.8690  0.09
H51 11.3201 -13.5449 -14.7047  0.09
H52 10.4425 -14.8558 -15.5050  0.08
C27 19.0078 -15.8798 -14.2866  -0.03
C28 18.0192 -14.6472 -14.1532  -0.16
O23 18.6702 -13.5859 -14.7892  0.00
C29 18.1014 -12.4140 -14.9055  -0.50
O24 17.0542 -12.0595 -14.3694  0.11
O25 18.8063 -11.6666 -15.8577  -0.04
C30 19.7588 -12.2250 -16.6781  -0.07
H53 19.8935 -15.7527 -13.6642  0.07
H54 19.3444 -16.1523 -15.2868  0.07
H55 18.4143 -16.7402 -13.9774  0.05
H56 17.8106 -14.2946 -13.1431  0.13
H57 17.0709 -14.8781 -14.6384  0.12
H58 20.1941 -11.4093 -17.2554  0.11
H59 19.2430 -12.9557 -17.3011  0.08
H60 20.4654 -12.7949 -16.0748  0.10
C31 12.2477 -11.2210 -17.6851  -0.06
C32 10.8548 -11.9040 -17.8640  -0.17
O26 9.9247 -10.8440 -17.5304  0.03
C33 8.7528 -10.8827 -18.2375  -0.50
O27 8.4512 -11.6759 -19.2150  0.03
O28 8.1055 -9.7769 -17.9318  0.01
C34 6.7706 -9.4484 -18.3949  -0.03
H61 13.0774 -11.7671 -18.1339  0.05
H62 12.5154 -10.9322 -16.6687  0.07
H63 12.3008 -10.3007 -18.2667  0.08
H64 10.7654 -12.7648 -17.2012  0.10
H65 10.9486 -12.2334 -18.8988  0.12
H66 6.0620 -9.1248 -17.6325  0.09
H67 6.2419 -10.2869 -18.8483  0.08
H68 6.7537 -8.6257 -19.1097  0.09
C35 12.0312 -23.8878 -23.5930  -0.07
C36 12.5901 -23.4363 -22.2120  -0.14
O29 12.1665 -22.0146 -22.1071  0.01
C37 12.7235 -21.1848 -21.2465  -0.58
O30 13.4920 -21.4950 -20.3366  0.08
O31 12.2531 -19.9262 -21.4257  0.00
C38 12.4751 -18.9683 -20.3892  -0.06
H69 12.2992 -23.1346 -24.3339  0.07
H70 10.9428 -23.9190 -23.6441  0.08
H71 12.5110 -24.8171 -23.9002  0.07
H72 13.6787 -23.4464 -22.1581  0.12
H73 11.9865 -23.9435 -21.4593  0.12
H74 13.5566 -18.8358 -20.4203  0.08
H75 12.1218 -19.3037 -19.4141  0.08
H76 12.0074 -18.0054 -20.5945  0.08
C39 15.3439 -9.6657 -17.1250  -0.06
C40 16.8287 -9.2254 -16.9083  -0.18
O32 17.2180 -8.0958 -17.6667  0.02
C41 17.1729 -8.1624 -19.0214  -0.53
O33 16.7998 -9.2006 -19.5823  0.08
O34 17.3566 -6.9552 -19.5499  0.01
C42 17.4170 -6.8695 -20.9923  -0.03
H77 14.5261 -8.9951 -16.8612  0.08
H78 15.1704 -10.5794 -16.5565  0.06
H79 15.1279 -10.0762 -18.1114  0.05
H80 17.3676 -10.1125 -17.2412  0.10
H81 17.1844 -9.0460 -15.8937  0.13
H82 16.4843 -7.0170 -21.5367  0.10
H83 18.2597 -7.4037 -21.4312  0.10
H84 17.6938 -5.8213 -21.1059  0.09
C43 11.9564 -15.8560 -9.5282  -0.06
C44 12.2982 -15.2590 -10.8742  -0.24
O35 12.9799 -14.0285 -10.7145  0.05
C45 13.4442 -13.5279 -11.8494  -0.62
O36 13.4286 -14.1034 -12.9199  0.10
O37 13.8660 -12.3322 -11.5434  0.04
C46 14.2974 -11.5301 -12.6685  -0.01
H85 12.9382 -15.9850 -9.0727  0.08
H86 11.4584 -16.8250 -9.5623  0.08
H87 11.3861 -15.1628 -8.9098  0.08
H88 11.4191 -14.9900 -11.4598  0.12
H89 12.8668 -16.0214 -11.4066  0.12
H90 14.1721 -11.9560 -13.6640  0.08
H91 15.3679 -11.3425 -12.5851  0.08
H92 13.7005 -10.6201 -12.6080  0.10

## Properties
Gap between HOMO and LUMO (eV): 10.5
LUMO (eV): 0.329
SMILES string: O=S1(=O)OCCO1.CCOC(=O)OC.CCOC(=O)OC.CCOC(=O)OC.CCOC(=O)OC.CCOC(=O)OC.CCOC(=O)OC.CCOC(=O)OC.CCOC(=O)OC.CCOC(=O)OC.CCOC(=O)OC.CCOC(=O)OC

***

4.
The following is a quantum chemistry calculation of an isolated molecule of C16H18N2S at a distorted geometry, from the OMol25 dataset.

Last column: Löwdin charge in e.
Element x y z (Å)
C1 2.8158 -0.4990 0.6232  -0.06
C2 1.3769 -0.3896 0.1858  -0.30
C3 1.1420 0.9829 -0.3962  -0.13
C4 -0.3323 1.2402 -0.5967  -0.13
C5 -0.8446 0.8512 -1.8651  -0.04
C6 -2.2124 0.8755 -2.1162  -0.09
C7 -3.0787 1.2317 -1.0905  -0.08
C8 -2.5986 1.6038 0.1695  -0.03
C9 -1.2263 1.6325 0.4493  -0.14
C10 -0.7170 1.9338 1.7984  -0.29
C11 -1.2625 1.2674 2.9735  -0.13
C12 -0.7753 1.8090 4.1224  -0.41
S1 0.4048 3.0849 3.8708  0.96
C13 0.1992 2.8952 2.1497  -0.37
C14 1.0325 -1.4995 -0.8079  -0.39
N1 1.5939 -1.6341 -1.9518  0.09
C15 1.0234 -2.8366 -2.5761  -0.19
C16 0.2211 -3.5307 -1.4416  -0.15
N2 0.0916 -2.4180 -0.4939  0.05
H1 3.5662 -0.4397 -0.2189  0.11
H2 3.0003 -1.4026 1.1423  0.06
H3 3.0433 0.3316 1.3061  0.08
H4 0.8094 -0.5605 1.0882  0.13
H5 1.5722 1.7249 0.2562  0.09
H6 1.6790 1.0976 -1.3300  0.12
H7 -0.1968 0.4653 -2.6585  0.11
H8 -2.5115 0.5811 -3.1190  0.10
H9 -4.1495 1.1629 -1.2389  0.10
H10 -3.2685 1.7848 0.9725  0.10
H11 -2.0205 0.4792 2.8670  0.12
H12 -1.1225 1.5558 5.1260  0.07
H13 0.6767 3.5614 1.4624  0.07
H14 0.3587 -2.6153 -3.4219  0.10
H15 1.8302 -3.4622 -2.9475  0.10
H16 -0.7590 -3.8521 -1.7978  0.10
H17 0.7721 -4.3557 -0.9804  0.11
H18 -0.1333 -2.6573 0.4859  0.15

## Properties
Gap between HOMO and LUMO (eV): 9.1
LUMO (eV): 0.731
SMILES string: C[C@@H](Cc1ccccc1-c1ccsc1)C1=NCCN1
Relative energy (zero: lowest compared OMol25 entry of this formula, charge and spin) (kcal per mole): 0.0

***

Question: Among the records above, which one has the highest LUMO?
Answer: CH4NO2

***

Question: Number 4 is which compound?
Answer: C16H18N2S

***

Question: Among the records above, which one has the lowest LUMO?
Answer: C13H33Be3N3O6